Entry 1:
The following is a quantum chemistry calculation of 6 unconnected molecules or ions with the total composition C26H58N2O7 in a non-equilibrium geometry, from the OMol25 dataset.

Calculated values
SMILES: N#C[C@H](CCO)[C@@H](O)C#N.CCOCC.CCOCC.CCOCC.CCOCC.CCOCC
HOMO level in eV: -9.26
HOMO-LUMO gap in Eh: 0.3391
Molecular weight in g mol⁻¹: 510.8
Spin multiplicity: 1
LUMO level in eV: 0.0

Each line ends with the Löwdin charge.
Cartesian coordinates (Å):
N1 -5.378518 -0.847088 -1.718711  0.14
C1 -4.255829 -0.626930 -1.302942  -0.16
C2 -2.703111 -0.526689 -0.823749  -0.19
C3 -2.419962 -1.871258 0.017297  -0.14
C4 -1.046358 -1.873776 0.856455  -0.21
O1 -1.353137 -1.455758 2.236276  -0.12
C5 -2.565518 0.844770 0.018082  -0.23
O2 -1.662511 1.734244 -0.733003  -0.09
C6 -3.985920 1.644569 0.067222  -0.11
N2 -5.057128 2.115065 0.388324  0.18
H1 -2.000848 -0.446172 -1.741759  0.16
H2 -2.334062 -2.742310 -0.749734  0.13
H3 -3.345822 -2.120635 0.667114  0.14
H4 -0.227263 -1.233318 0.373932  0.12
H5 -0.685564 -2.973305 0.957348  0.13
H6 -0.998462 -0.550684 2.386439  0.08
H7 -2.159358 0.711048 1.087674  0.15
H8 -0.773646 1.669078 -0.298811  0.12
C7 3.146860 -2.928327 -3.075464  -0.07
C8 2.378983 -1.707546 -2.601017  -0.28
O3 2.321886 -1.582582 -1.186583  -0.18
C9 3.567073 -1.443865 -0.512717  -0.28
C10 4.340349 -0.201731 -0.917994  -0.07
H9 2.757960 -3.833739 -2.601262  0.08
H10 3.069216 -3.034068 -4.159301  0.08
H11 4.207249 -2.859284 -2.819983  0.07
H12 1.343956 -1.789944 -2.947430  0.12
H13 2.782247 -0.792976 -3.047664  0.09
H14 4.172467 -2.346214 -0.640712  0.11
H15 3.333918 -1.375056 0.553964  0.12
H16 4.661661 -0.254727 -1.961482  0.07
H17 5.232589 -0.085959 -0.296079  0.07
H18 3.717428 0.692255 -0.814012  0.08
C11 6.056453 -3.476225 3.033256  -0.08
C12 6.822169 -2.414988 2.262627  -0.28
O4 6.277859 -1.109895 2.393872  -0.18
C13 6.240941 -0.568193 3.708235  -0.28
C14 7.613350 -0.412372 4.338989  -0.08
H19 4.995027 -3.448435 2.771810  0.08
H20 6.449857 -4.470633 2.813274  0.08
H21 6.128129 -3.318251 4.112165  0.07
H22 6.783449 -2.660973 1.196654  0.12
H23 7.880985 -2.415557 2.541647  0.11
H24 5.577648 -1.160052 4.346101  0.11
H25 5.784584 0.422065 3.619585  0.12
H26 8.083513 -1.382810 4.516841  0.07
H27 7.537179 0.105761 5.299068  0.08
H28 8.278148 0.155999 3.681344  0.08
C15 -2.479891 4.222430 1.056861  -0.08
C16 -2.723130 3.958411 2.532150  -0.27
O5 -1.546031 3.616108 3.252338  -0.17
C17 -0.515397 4.595187 3.279833  -0.28
C18 -0.933394 5.897690 3.938700  -0.08
H29 -1.952297 3.384238 0.600899  0.04
H30 -3.424477 4.374141 0.532178  0.07
H31 -1.864586 5.113279 0.904860  0.07
H32 -3.403604 3.106349 2.627374  0.11
H33 -3.225182 4.808671 3.005209  0.11
H34 -0.127601 4.769167 2.271416  0.10
H35 0.305723 4.160698 3.857796  0.12
H36 -1.704384 6.409556 3.357456  0.07
H37 -0.077592 6.572452 4.030758  0.08
H38 -1.346386 5.711212 4.934730  0.08
C19 -8.519872 -3.043045 1.834530  -0.08
C20 -7.514437 -2.593505 2.880331  -0.28
O6 -6.387482 -1.923152 2.337284  -0.17
C21 -6.650679 -0.719586 1.624595  -0.29
C22 -7.293362 0.360859 2.476316  -0.09
H39 -8.026897 -3.635753 1.059130  0.08
H40 -9.308819 -3.643547 2.292084  0.07
H41 -8.991450 -2.190718 1.339349  0.07
H42 -7.129121 -3.477741 3.397958  0.12
H43 -7.994698 -1.973058 3.644311  0.11
H44 -7.248160 -0.927768 0.732263  0.10
H45 -5.683078 -0.353446 1.271434  0.08
H46 -8.298266 0.072188 2.795556  0.06
H47 -7.374023 1.294934 1.913613  0.06
H48 -6.703675 0.541648 3.380560  0.08
C23 1.149809 0.154469 -8.180832  -0.08
C24 0.909979 -0.098415 -6.702747  -0.28
O7 2.085759 -0.442560 -5.984106  -0.18
C25 3.123478 0.529265 -5.965061  -0.28
C26 2.716304 1.838904 -5.313133  -0.08
H49 1.672254 -0.692200 -8.634435  0.08
H50 0.203700 0.308520 -8.703399  0.08
H51 1.769445 1.040316 -8.340695  0.07
H52 0.224924 -0.945803 -6.599731  0.12
H53 0.414520 0.758258 -6.234013  0.11
H54 3.510203 0.694012 -6.975168  0.11
H55 3.942824 0.092442 -5.386117  0.11
H56 1.947656 2.352846 -5.895699  0.07
H57 3.577119 2.508021 -5.227118  0.08
H58 2.304158 1.661502 -4.314802  0.08

Forces on atoms 1 to 3 (eV/Å):
6.4 1.3 2.5
-3.1 -1.5 -2.1
-1.9 -0.3 0.2

=====

Entry 2:
The following is a quantum chemistry calculation of 2 unconnected molecules or ions with the total composition C20H19FO8P in a non-equilibrium geometry, from the OMol25 dataset.

Calculated values
ΔE to the lowest compared entry with this formula, charge and spin in eV: 23.6363
HOMO level in eV: -2.62
Total charge: -1
HOMO-LUMO gap in Eh: 0.1194
Molecular weight in g mol⁻¹: 437.3
Spin multiplicity: 1
LUMO level in eV: 0.6

Each line ends with the Löwdin charge.
Cartesian coordinates (Å):
O1 2.788619 -2.969911 1.534606  -0.03
C1 3.873855 -2.990736 0.716973  -0.29
O2 4.361981 -4.185522 0.002791  -0.02
C2 4.734814 -1.605978 0.555538  -0.09
C3 4.064747 -0.525247 -0.527853  -0.16
C4 2.587327 0.023811 -0.072030  -0.06
C5 2.456566 1.444030 0.799367  -0.07
C6 3.790323 2.332863 1.276892  -0.16
C7 4.467384 3.193532 0.053720  -0.16
F1 3.807351 3.034588 -1.263241  -0.13
C8 0.998141 2.093288 1.264864  0.06
C9 -0.350113 1.248897 0.872048  0.00
C10 -0.277685 -0.199946 0.039274  0.03
C11 1.196924 -0.815060 -0.456352  -0.09
P1 1.134313 -2.471799 -1.396241  0.71
O3 0.680514 -3.720300 -0.523374  -0.36
O4 -0.111111 -2.298565 -2.651499  -0.24
O5 2.589994 -2.919824 -2.233203  -0.24
C12 -1.723398 -0.933788 -0.223215  -0.20
O6 -1.961866 -2.247237 -0.225285  -0.02
C13 -3.031355 0.062147 -0.458703  -0.02
C14 -4.323754 -0.279397 -1.407880  0.02
C15 -5.605210 0.788575 -1.524798  -0.04
C16 -5.650847 2.242216 -0.746917  -0.05
C17 -4.327384 2.592566 0.209500  0.00
C18 -3.092134 1.523298 0.353052  -0.06
C19 -1.802491 1.864962 1.323821  -0.24
O7 -1.828787 2.632030 2.419428  -0.07
H1 3.618745 -4.809408 -0.247790  0.13
H2 5.889878 -1.770160 0.372987  0.13
H3 4.663901 -1.047911 1.608541  0.13
H4 4.127376 -0.902466 -1.643182  0.11
H5 4.793977 0.419431 -0.482657  0.11
H6 4.588735 1.568825 1.668644  0.10
H7 3.437595 3.005231 2.198382  0.12
H8 5.608120 2.862818 -0.017446  0.12
H9 4.495986 4.331606 0.390541  0.12
H10 0.962772 3.125942 1.856870  0.12
H11 -0.253090 -3.266140 -2.939251  0.10
H12 2.820056 -2.247989 -2.965547  0.10
H13 -4.394679 -1.289186 -1.995508  0.10
H14 -6.556450 0.521834 -2.191177  0.10
H15 -6.564340 2.980565 -0.836993  0.08
H16 -4.363594 3.639504 0.772782  0.10
C20 -6.490019 -0.810029 1.319475  -0.50
O8 -7.375490 -0.908965 0.339364  -0.36
H17 -5.526256 -0.327761 1.083326  0.01
H18 -6.789357 -0.240327 2.215614  0.03
H19 -6.140581 -1.748907 1.781743  0.03

Forces on atoms 1 to 3 (eV/Å):
7.2 -0.5 -5.6
-4.6 -0.5 3.4
-1.8 2.8 1.3

=====

Entry 3:
The following is a quantum chemistry calculation of 2 unconnected molecules or ions with the total composition C5H10N in a non-equilibrium geometry, from the OMol25 dataset.

Calculated values
ΔE to the lowest compared entry with this formula, charge and spin in eV: 5.2364
HOMO level (alpha / beta) in eV: -13.30 / -13.30
Total charge: +1
HOMO-LUMO gap (alpha / beta) in Eh: 0.2778 / 0.2778
Molecular weight in g mol⁻¹: 84.1
Spin multiplicity: 1
LUMO level (alpha / beta) in eV: -5.7 / -5.7

Each line ends with the Löwdin charge.
Cartesian coordinates (Å):
C1 -1.250002 0.834270 -0.741532  0.10
C2 0.946954 -0.098329 -0.280950  -0.05
C3 -1.953214 0.500334 0.506599  -0.12
C4 0.486117 -1.489617 -0.040050  -0.04
C5 3.242811 0.789706 0.197575  0.12
N1 2.116875 0.265607 -0.125511  0.04
H1 -1.343732 0.272217 -1.558666  0.03
H2 -1.769701 1.137972 1.387982  0.10
H3 -1.777311 -0.422146 1.000440  0.06
H4 -3.094693 0.288886 0.156812  0.18
H5 0.212771 -1.562117 0.922955  0.05
H6 1.422690 -2.207450 -0.084561  0.15
H7 -0.225913 -1.676503 -0.686573  0.02
H8 -0.849892 1.878483 -1.025376  0.13
H9 4.140061 0.401336 -0.257141  0.10
H10 3.263561 1.609545 0.994106  0.14

Forces on atoms 1 to 3 (eV/Å):
3.4 3.3 3.0
-1.2 0.5 -1.1
-2.1 0.4 -0.3

=====

> What is the formula in the first record?

C26H58N2O7

=====

> Which of these has the highest molecular weight?

C26H58N2O7

=====

> Which value of spin multiplicity does entry 2 give?

1